Entry from OMol25: 8 unconnected molecules or ions with the total composition C23H51BNO9 (ωB97M-V with the def2-TZVPD basis set).

Calculated values
LUMO level	-0.0964	Ha

Geometry as ORCA input:
```
! wB97M-V def2-TZVPD RIJCOSX def2/J DEFGRID3
* xyz 1 1
C 0.02604 -0.55246 -2.84300
C 1.38953 0.14017 -2.68512
N 1.41350 1.35070 -3.59918
B 0.53317 2.49242 -3.01290
O -0.50609 3.01042 -3.72399
O 0.91819 2.82393 -1.74680
H -0.57692 -0.43612 -1.92876
H -0.52734 -0.20013 -3.72590
H 0.17871 -1.63734 -2.97429
H 1.53599 0.50966 -1.66309
H 2.25453 -0.48585 -2.95978
H 1.10548 1.04119 -4.52694
H 2.37977 1.66075 -3.70998
H -0.86832 2.55987 -4.47567
H 0.20399 3.28193 -1.28865
C -1.66800 -0.39926 1.93470
C -0.95799 -1.55305 1.28791
O -0.45421 -1.45677 0.18225
C -0.87560 -2.82802 2.07880
H -1.63294 0.46931 1.28188
H -2.70652 -0.66677 2.13695
H -1.18805 -0.16678 2.88885
H -1.88246 -3.17974 2.31382
H -0.37198 -2.64565 3.03139
H -0.33846 -3.58988 1.51955
C 2.63246 -2.01183 2.00732
C 1.89654 -0.70431 2.08402
O 1.47025 -0.25312 3.12625
C 1.66927 0.02440 0.77859
H 2.71009 -2.46841 2.99038
H 2.10116 -2.69211 1.33723
H 3.62597 -1.85548 1.58063
H 1.08506 -0.60708 0.11452
H 2.62703 0.24043 0.29547
H 1.13031 0.95355 0.95708
C -3.41034 -0.62354 -1.44268
C -4.44333 -1.51118 -0.78963
O -4.66526 -1.43745 0.39824
C -5.16964 -2.48672 -1.67696
H -2.95999 0.02576 -0.69888
H -2.63125 -1.24099 -1.89091
H -3.86089 -0.01078 -2.22656
H -4.45466 -3.15538 -2.16049
H -5.69363 -1.95181 -2.47140
H -5.87947 -3.06538 -1.09218
C 1.61945 -2.12319 6.07936
C 0.92865 -3.27030 5.38814
O 1.43371 -3.85249 4.45455
C -0.43810 -3.64442 5.90651
H 2.58650 -1.94657 5.61553
H 1.00512 -1.22662 5.98006
H 1.75230 -2.32458 7.14338
H -1.10864 -2.78465 5.84354
H -0.37662 -3.92012 6.96072
H -0.84113 -4.47535 5.33271
C 2.93392 -1.13470 -7.50652
C 2.14381 -1.61448 -6.32144
O 1.29447 -0.92094 -5.79344
C 2.44036 -3.00197 -5.82459
H 2.63254 -0.12835 -7.78514
H 4.00143 -1.15758 -7.27906
H 2.78046 -1.80968 -8.35032
H 3.49265 -3.08148 -5.54471
H 2.27487 -3.72582 -6.62449
H 1.80786 -3.24627 -4.97506
C -2.33515 4.65328 0.40935
C -2.58319 3.20522 0.09007
O -1.89220 2.55404 -0.67628
C -3.76873 2.58579 0.77928
H -1.48588 5.05912 -0.13862
H -3.21653 5.24359 0.15278
H -2.16610 4.78527 1.47821
H -4.67576 3.13720 0.52493
H -3.64878 2.66204 1.86199
H -3.88104 1.54217 0.49511
C 1.62046 3.04224 3.45666
C 1.74017 4.36052 2.74167
O 0.84694 5.17615 2.73294
C 3.03703 4.60485 2.00591
H 0.65918 2.96786 3.95997
H 1.71015 2.22053 2.74423
H 2.42402 2.92191 4.18466
H 3.19718 3.81940 1.26369
H 3.87741 4.55979 2.70080
H 3.01352 5.57749 1.52083
*
```

***

Entry from OMol25: 4 unconnected molecules or ions with the total composition C23H51ClO4 (ωB97M-V with the def2-TZVPD basis set).

Calculated values
relative energy (zero: lowest compared OMol25 entry of this formula, charge and spin)	0.0	kJ/mol
SMILES	COCCCOC(=O)OCl.CCCCCC.CCCCCC.CCCCCC
LUMO level	-0.0353	Ha

Geometry as ORCA input:
```
! wB97M-V def2-TZVPD RIJCOSX def2/J DEFGRID3
* xyz 0 1
C 2.86780 2.67285 -0.01892
O 1.91730 3.72500 0.33750
C 0.64417 3.08268 0.68197
C -0.44919 3.50679 -0.44926
C -1.69668 4.31064 0.15652
O -2.96778 4.05262 -0.50635
C -3.50308 2.79516 -0.15302
O -3.31826 1.82858 -0.94246
O -4.29156 2.53245 1.01573
Cl -5.78086 1.96130 0.39160
H 3.88027 3.19777 -0.13145
H 2.60848 2.15494 -1.00383
H 2.95930 1.90297 0.84003
H 0.77158 1.94960 0.68399
H 0.34521 3.46270 1.72909
H 0.12295 4.20938 -1.16678
H -0.72054 2.58682 -1.06424
H -1.74288 4.18107 1.30555
H -1.48689 5.43637 0.00410
C -1.61938 -0.84906 -0.36567
C -2.50781 -1.19746 0.81933
C -2.31323 -0.26345 2.01582
C -0.91178 -0.27704 2.63446
C -0.42420 -1.64416 3.11650
C -1.28098 -2.22955 4.23124
H -0.55893 -0.94251 -0.11793
H -1.82503 -1.52420 -1.20101
H -1.80787 0.17298 -0.70402
H -2.33636 -2.23742 1.11497
H -3.55354 -1.13803 0.50116
H -3.05291 -0.51734 2.78308
H -2.54388 0.76146 1.70539
H -0.90161 0.42227 3.47897
H -0.19077 0.11759 1.91038
H 0.60073 -1.53402 3.48767
H -0.37290 -2.34984 2.28185
H -1.30805 -1.55882 5.09451
H -0.86802 -3.18671 4.56055
H -2.30653 -2.40856 3.90070
C -7.27009 -2.65285 -1.88504
C -6.46323 -2.77303 -0.59995
C -5.14099 -3.52132 -0.78363
C -5.27158 -4.98020 -1.23215
C -6.10671 -5.87311 -0.31317
C -5.52145 -6.01053 1.08621
H -7.56388 -3.63126 -2.27166
H -8.18409 -2.08090 -1.70311
H -6.69578 -2.13366 -2.65713
H -7.07057 -3.25534 0.17220
H -6.24175 -1.76628 -0.23093
H -4.58027 -3.47771 0.15635
H -4.53147 -2.98654 -1.52104
H -4.26457 -5.40422 -1.32104
H -5.70038 -5.01408 -2.23922
H -6.16831 -6.87000 -0.76324
H -7.13441 -5.50304 -0.24810
H -4.50933 -6.42262 1.04610
H -6.13682 -6.68525 1.68730
H -5.48277 -5.04949 1.60397
C 8.28744 3.34375 0.71030
C 8.43255 3.76128 -0.74626
C 7.24240 3.34828 -1.61522
C 7.00463 1.83875 -1.72329
C 8.18563 1.02819 -2.25951
C 8.57455 1.40193 -3.68381
H 8.23765 2.25784 0.81718
H 9.14618 3.69416 1.28922
H 7.38500 3.77674 1.15052
H 9.36263 3.35447 -1.15482
H 8.52995 4.85063 -0.78947
H 7.37738 3.76873 -2.61765
H 6.33405 3.81340 -1.21530
H 6.13605 1.67300 -2.37143
H 6.72478 1.44355 -0.74094
H 7.91290 -0.03264 -2.24114
H 9.05343 1.13221 -1.60120
H 7.73241 1.26106 -4.36696
H 9.39734 0.76964 -4.02777
H 8.90519 2.44064 -3.75283
*
```

***

Entry from OMol25: a molecular structure, C23H51CrNO16 (ωB97M-V with the def2-TZVPD basis set).

Calculated values
LUMO level (spin up / spin down)	-0.2931 / -0.2646	Ha

Geometry as ORCA input:
```
! wB97M-V def2-TZVPD RIJCOSX def2/J DEFGRID3
* xyz 2 5
Cr 0.55298 4.15858 -1.54532
N 3.06921 0.93830 -3.56405
H 2.33652 1.22380 -2.93021
H 2.62430 0.20286 -4.09442
H 3.93223 0.66364 -3.11700
H 3.28304 1.71315 -4.17559
C 2.18571 0.41439 -0.17224
C 0.91810 0.77837 -0.95504
C -0.31636 0.50118 -0.10348
O 1.06006 1.96795 -1.72835
H 2.10355 0.72385 0.86968
H 3.04552 0.95271 -0.57104
H 2.26705 -0.67194 -0.13507
H 0.96075 0.07576 -1.78728
H -0.48712 -0.51180 0.26095
H -1.15337 0.69585 -0.77402
H -0.17555 1.14355 0.76579
C -1.53909 -0.95170 -4.76851
C -2.26554 -1.48272 -3.51567
O -2.73514 -2.74518 -3.83650
C -3.51442 -3.45496 -3.00801
O -3.91397 -3.16577 -1.87607
O -3.72007 -4.65624 -3.59197
C -4.50006 -5.62495 -2.95696
H -1.23252 0.08810 -4.65491
H -2.21641 -1.08493 -5.61207
H -0.62032 -1.52370 -4.89806
H -3.05193 -0.77063 -3.26543
H -1.64092 -1.31948 -2.63744
H -5.53338 -5.29533 -2.84879
H -4.05899 -6.09130 -2.07600
H -4.66414 -6.38814 -3.71770
C 3.60335 -1.54664 5.53757
C 2.64500 -0.79749 4.58894
O 3.35491 -0.61068 3.34148
C 4.07517 0.52571 3.13548
O 3.89343 1.60647 3.74352
O 4.67744 0.39771 1.96758
C 5.55917 1.45377 1.42134
H 4.57226 -1.06126 5.65468
H 3.67124 -2.54959 5.11617
H 3.14427 -1.60574 6.52441
H 2.31213 0.13073 5.05338
H 1.71198 -1.29556 4.32531
H 6.15692 1.96363 2.17687
H 4.77556 2.10819 1.03952
H 6.17140 1.12738 0.58066
C -4.08150 0.95497 -0.66752
C -3.59444 2.49946 -0.72492
O -3.56890 2.92957 -2.11118
C -2.56512 3.52332 -2.75534
O -1.44080 3.69842 -2.26070
O -2.90377 3.81421 -4.01908
C -1.86687 4.23705 -4.90494
H -4.95312 0.83826 -1.31154
H -4.38338 0.62357 0.32603
H -3.25377 0.30227 -0.94490
H -2.70656 2.71212 -0.12949
H -4.38624 3.10465 -0.28346
H -0.89307 3.77766 -4.73529
H -1.78749 5.31924 -5.00824
H -2.07789 3.90947 -5.92291
C -3.26027 2.40824 2.88247
C -2.72691 3.72028 3.20814
O -2.01083 4.30190 2.06425
C -0.73494 4.01038 1.79058
O -0.27439 4.16422 0.63726
O -0.14000 3.48040 2.84671
C 1.09008 2.76685 2.71525
H -3.96892 2.43561 2.05471
H -3.95883 2.24059 3.70223
H -2.46127 1.67725 2.75862
H -2.17327 3.63995 4.14362
H -3.41199 4.50474 3.52967
H 1.03938 1.69541 2.52146
H 1.57237 2.86790 3.68750
H 1.77903 3.23303 2.01088
C 3.95404 -4.92649 2.06685
C 3.16387 -3.64944 1.63506
O 2.12018 -3.96577 0.67774
C 0.78254 -3.72384 1.02575
O 0.35720 -3.56775 2.17085
O 0.05887 -3.89308 -0.01831
C -1.36069 -3.59471 0.04020
H 3.81000 -5.54026 1.17768
H 3.56276 -5.28465 3.01908
H 5.03081 -4.87712 2.22878
H 3.90478 -3.01767 1.14514
H 2.71996 -3.15702 2.50026
H -1.97000 -4.36328 -0.43535
H -1.65376 -2.74917 -0.58211
H -1.70106 -3.43088 1.06266
*
```

***

Entry from OMol25: 6 unconnected molecules or ions with the total composition C23H52BO8S (ωB97M-V with the def2-TZVPD basis set).

Calculated values
LUMO level	-0.1257	Ha

Geometry as ORCA input:
```
! wB97M-V def2-TZVPD RIJCOSX def2/J DEFGRID3
* xyz 1 1
C -3.80697 -0.07201 -5.23105
C -5.10201 0.21343 -4.46215
O -4.80992 0.41874 -3.03454
B -4.94801 1.67885 -2.61940
O -6.05502 2.22067 -2.08464
S -3.48897 2.95280 -2.71730
C -2.29598 2.25735 -1.51023
O -2.77506 1.02400 -1.10194
C -2.15245 0.63660 0.11192
C -2.49246 1.36161 1.24106
C -1.96197 1.04545 2.48251
C -2.34222 1.84395 3.68778
C -1.09711 -0.03559 2.53750
C -0.76430 -0.74818 1.39565
C -1.27535 -0.44427 0.13465
C -0.88312 -1.33668 -1.05209
C 0.58603 -1.78753 -0.90165
C -0.98816 -0.70230 -2.43300
H -3.69112 0.62622 -6.05187
H -2.95199 0.03618 -4.57395
H -3.82722 -1.08999 -5.59683
H -5.75983 -0.63946 -4.51215
H -5.59717 1.09693 -4.85435
H -6.40755 1.61426 -1.41694
H -2.91357 2.88105 -3.92990
H -2.27831 2.98575 -0.70381
H -1.29366 2.21628 -1.93594
H -3.18257 2.19106 1.16872
H -1.95176 2.85329 3.57028
H -1.98793 1.41433 4.61125
H -3.41801 1.94139 3.78623
H -0.70310 -0.30671 3.50248
H -0.10457 -1.58393 1.53776
H -1.46646 -2.25122 -0.98480
H 1.24589 -0.92665 -0.85079
H 0.73300 -2.49754 -0.09896
H 0.83943 -2.31500 -1.81884
H -2.01901 -0.45535 -2.65336
H -0.32042 0.14459 -2.55269
H -0.71395 -1.45724 -3.16469
C 3.38742 -1.52867 4.06694
C 1.94078 -1.47876 3.61520
O 1.06823 -1.15667 4.69859
H 3.51173 -2.26882 4.85700
H 4.04931 -1.78440 3.23865
H 3.69826 -0.56290 4.47181
H 1.62843 -2.44869 3.22874
H 1.81221 -0.73236 2.82183
H 1.33464 -0.29644 5.03856
C -2.72977 -0.47795 8.38376
C -3.80347 0.19297 7.54871
O -3.35846 0.43377 6.21080
H -1.82991 0.13716 8.41097
H -3.07312 -0.64132 9.40560
H -2.45319 -1.44377 7.95449
H -4.06442 1.16325 7.96683
H -4.70787 -0.42248 7.52202
H -3.13657 -0.41895 5.82260
C 3.13016 2.22457 0.34847
C 1.95889 3.03962 -0.16109
O 0.86153 2.20717 -0.56545
H 3.48581 1.54122 -0.41584
H 3.95661 2.86964 0.64362
H 2.82877 1.62521 1.21436
H 2.24768 3.62417 -1.03323
H 1.60737 3.72975 0.61251
H 0.58390 1.69497 0.20410
C 6.52456 0.82200 -3.64795
C 5.30348 0.91042 -2.75567
O 5.50159 1.82878 -1.67951
H 7.39353 0.51206 -3.06837
H 6.36914 0.10532 -4.45286
H 6.75181 1.79750 -4.08675
H 5.09188 -0.05778 -2.30483
H 4.42635 1.22032 -3.33839
H 5.68685 2.69005 -2.06584
C 2.35675 -4.44169 -3.60051
C 3.20112 -3.37764 -4.27500
O 4.57817 -3.50328 -3.93670
H 2.46775 -4.38427 -2.51690
H 1.30184 -4.32070 -3.85421
H 2.67325 -5.44047 -3.90733
H 2.89264 -2.38287 -3.95237
H 3.08904 -3.43331 -5.36317
H 4.87825 -4.37089 -4.22417
*
```

***

no.,M (g mol⁻¹),total energy (hartree)
1,496.47,-1663.64577
2,427.11,-1667.93590
3,649.65,-3209.37970
4,499.54,-1932.26494